1.
Below is a structure of composition C35H44BDyN9O3, with properties calculated with ωB97M-V/def2-TZVPD.

Structure (XYZ):
```
93
Properties=species:S:1:pos:R:3:forces:R:3
Dy -0.5227 -0.6405 -0.5884 -0.846 -0.042 1.210
N 0.0472 1.6758 0.8313 0.149 -0.053 -0.113
C -0.5283 2.8177 0.1087 0.014 0.040 -0.446
C -0.6360 2.5810 -1.4253 0.297 0.782 1.000
O -0.7754 3.5665 -2.1561 -0.093 -0.165 0.001
N -0.5737 1.3055 -1.7670 -0.110 -1.032 -0.503
C -0.8088 0.9949 -3.1726 -0.197 0.014 -0.160
C -1.5062 -0.3825 -3.3737 -0.099 1.127 -1.441
O -2.0324 -0.6029 -4.4553 0.127 -0.033 0.125
O -1.4572 -1.2214 -2.4055 -0.220 -0.405 0.421
H -0.1765 1.7572 1.8233 0.009 -0.207 -0.248
H 1.0669 1.7380 0.7325 -0.197 -0.160 0.092
H 0.0582 3.7368 0.2491 -0.195 -0.072 -0.039
H -1.5408 3.0010 0.4832 0.038 0.032 -0.084
H 0.1396 0.9592 -3.7331 -0.171 -0.027 0.025
H -1.4195 1.7773 -3.6440 0.107 -0.257 0.023
C 3.2219 4.1294 -1.1999 0.182 0.132 0.079
C 3.9893 3.7471 0.0677 -0.238 0.087 -0.038
C 3.3044 4.2930 1.3221 0.229 0.017 -0.149
C 4.1008 2.2584 0.1577 0.333 -0.241 0.096
C 5.2602 1.4716 0.2380 -0.044 -0.124 0.018
C 4.7974 0.1773 0.2723 0.115 -0.064 0.030
N 3.4526 0.2094 0.2184 0.119 0.028 0.005
N 3.0334 1.4812 0.1599 -0.356 0.740 -0.135
B 2.3724 -0.8301 -0.0185 0.125 -0.544 -0.022
N 2.6462 -1.7730 -1.1909 0.461 0.064 -0.219
C 3.7520 -2.4495 -1.5444 -0.056 0.023 -0.051
C 3.5042 -3.0625 -2.7481 -0.017 0.039 0.184
C 2.1840 -2.7060 -3.0725 0.420 -0.316 0.101
N 1.6729 -1.9397 -2.1094 -0.450 0.176 -0.259
C 1.5436 -3.0563 -4.3819 -0.220 0.091 -0.047
C 0.0820 -3.4641 -4.2304 0.197 0.012 -0.062
C 1.7190 -1.8721 -5.3417 0.020 -0.223 0.048
N 2.0307 -1.6945 1.2007 0.291 0.066 0.466
C 2.8020 -2.3373 2.0856 -0.073 -0.003 0.042
C 1.9858 -3.1154 2.8788 -0.012 0.057 -0.103
C 0.6911 -2.8876 2.3915 0.001 0.142 0.002
N 0.7426 -2.0307 1.3702 -0.361 0.029 -0.274
C -0.6097 -3.4251 2.9104 -0.155 -0.066 -0.104
C -1.5069 -3.8857 1.7589 0.072 0.315 0.041
C -0.3799 -4.5230 3.9502 -0.052 0.264 -0.145
H 2.2742 3.5981 -1.2428 -0.114 0.031 -0.042
H 3.7997 3.8704 -2.0870 -0.036 -0.069 -0.063
H 3.0299 5.2020 -1.2258 -0.063 0.059 -0.011
H 5.0027 4.1629 0.0079 -0.069 -0.091 0.045
H 2.2933 3.9035 1.3865 -0.181 -0.057 0.064
H 3.8539 3.9896 2.2108 -0.020 -0.032 0.147
H 3.2584 5.3792 1.3006 -0.043 0.153 -0.020
H 6.2762 1.8082 0.2544 0.258 0.034 0.020
H 5.3388 -0.7449 0.3363 0.112 -0.218 -0.036
H 1.3938 -0.2069 -0.3143 1.305 0.234 0.238
H 4.6387 -2.4548 -0.9387 0.075 0.043 0.119
H 4.1708 -3.6829 -3.3176 0.067 -0.051 -0.085
H 2.1114 -3.9024 -4.7987 -0.057 0.143 0.155
H -0.4566 -2.7208 -3.6515 -0.142 -0.053 -0.040
H -0.3916 -3.5536 -5.2061 -0.080 0.004 -0.072
H 0.0092 -4.4264 -3.7243 -0.047 -0.049 0.098
H 1.1349 -1.0231 -5.0000 -0.085 0.164 0.034
H 2.7696 -1.5840 -5.3977 0.007 0.079 0.009
H 1.3851 -2.1387 -6.3419 -0.101 -0.012 -0.122
H 3.8674 -2.2160 2.1018 0.208 0.113 -0.021
H 2.2861 -3.7523 3.6859 0.041 -0.097 0.151
H -1.1282 -2.5950 3.4072 0.050 -0.100 -0.017
H -1.0212 -4.6578 1.1637 0.065 -0.083 -0.029
H -2.4415 -4.2818 2.1532 -0.112 -0.006 -0.047
H -1.7340 -3.0289 1.1141 -0.089 -0.231 0.102
H 0.2074 -5.3401 3.5360 0.053 -0.111 -0.066
H 0.1509 -4.1195 4.8097 0.082 -0.041 0.130
H -1.3292 -4.9241 4.2992 -0.089 -0.024 0.008
N -2.2406 -0.5075 0.8005 0.018 -0.043 -0.348
C -3.1139 0.3149 1.1590 -0.176 -0.125 0.139
C -4.2254 0.8351 0.2887 0.021 -0.025 -0.318
C -3.9353 1.2225 -1.0156 0.076 -0.065 0.173
C -4.9118 1.7952 -1.8108 0.005 0.046 -0.159
C -6.1947 1.9751 -1.3210 -0.054 0.030 0.014
C -6.5034 1.5510 -0.0382 -0.111 -0.050 0.053
C -5.5269 0.9810 0.7604 0.080 -0.085 0.013
C -3.0809 0.9242 2.5332 0.139 0.176 0.258
C -2.3528 0.2795 3.5284 -0.099 -0.128 -0.168
C -2.2202 0.8318 4.7843 0.055 0.006 0.191
C -2.8080 2.0558 5.0675 -0.012 0.056 0.093
C -3.5080 2.7224 4.0768 -0.008 0.217 0.198
C -3.6426 2.1666 2.8181 0.029 -0.139 -0.123
H -2.9200 1.0919 -1.3728 -0.128 0.066 -0.062
H -4.6690 2.1127 -2.8135 0.068 0.028 -0.105
H -6.9520 2.4519 -1.9292 -0.019 -0.026 -0.057
H -7.5061 1.6754 0.3470 -0.086 -0.012 0.018
H -5.7666 0.6527 1.7638 -0.034 0.045 0.054
H -1.8991 -0.6643 3.2624 0.087 -0.033 0.018
H -1.6538 0.3188 5.5496 0.025 -0.072 0.045
H -2.7195 2.4853 6.0562 0.033 0.052 0.038
H -3.9459 3.6895 4.2845 -0.033 0.055 0.016
H -4.1798 2.7002 2.0473 -0.014 0.053 0.001
```
Positions in Å, forces in eV/Å.

Computed properties:
Kohn-Sham gap (alpha / beta) (eV): 7.421 / 7.445
Total energy (eV): -81330.79675
Strongest force on any atom (eV/Å): 1.83
2S+1: 6
Total charge: -1


2.
Below is a structure of composition C35H44F3N10O2PPbS3, with properties calculated with ωB97M-V/def2-TZVPD.

Structure (XYZ):
```
99
Properties=species:S:1:pos:R:3:forces:R:3
Pb 0.4356 -0.2239 -0.2319 0.103 -0.295 -0.046
F -1.5892 -4.7085 3.4579 0.016 0.008 0.003
C -2.6237 -4.1299 2.8433 -0.007 0.019 -0.016
F -3.7277 -4.4341 3.5282 0.003 -0.001 -0.006
F -2.7429 -4.6650 1.6203 0.000 -0.017 0.003
C -2.4487 -2.6230 2.7518 -0.031 0.029 0.044
C -3.3542 -1.7913 3.3938 0.023 -0.038 -0.008
C -3.1909 -0.4227 3.2985 0.039 0.028 0.000
C -2.1409 0.0764 2.5262 -0.051 0.063 -0.011
N -1.2783 -0.6987 1.8978 0.022 -0.145 -0.080
C -1.3915 -2.0472 2.0211 -0.047 0.032 0.084
S -0.1626 -2.9949 1.2918 0.066 -0.016 -0.017
H -4.1691 -2.2150 3.9634 0.003 -0.002 0.005
H -3.8642 0.2565 3.8017 -0.007 0.001 -0.012
H -2.0044 1.1457 2.4108 0.001 -0.006 -0.012
C 4.5940 -0.1270 4.0731 0.001 -0.006 0.010
C 3.9028 -0.9672 3.2131 -0.095 0.018 0.059
C 2.8771 -0.4579 2.4311 0.033 -0.023 0.123
C 2.5497 0.8898 2.5241 -0.159 0.028 -0.150
C 3.2384 1.7400 3.3861 0.073 -0.022 0.044
C 4.2617 1.2224 4.1580 -0.013 0.019 -0.017
N 1.4910 1.3356 1.6780 0.052 0.033 0.116
N 1.1333 2.5100 1.8271 -0.057 0.024 -0.089
C 0.0878 2.9494 0.9567 0.070 0.039 0.108
C -0.2582 4.2842 1.0644 -0.052 -0.001 -0.038
C -1.2603 4.7733 0.2372 0.010 0.010 0.017
C -1.8743 3.9116 -0.6562 -0.012 -0.009 0.000
C -1.4667 2.5860 -0.6907 -0.008 -0.034 0.010
N -0.5065 2.1115 0.1032 0.051 0.018 0.001
H 5.3961 -0.5201 4.6838 0.005 -0.003 0.000
H 4.1624 -2.0162 3.1490 -0.029 0.001 0.012
H 2.3385 -1.1104 1.7536 -0.004 0.008 -0.018
H 2.9745 2.7859 3.4401 -0.008 -0.001 -0.005
H 4.8063 1.8710 4.8305 0.003 -0.003 0.001
H 0.2566 4.9077 1.7811 0.004 -0.004 0.002
H -1.5550 5.8125 0.2935 -0.002 -0.001 -0.006
H -2.6586 4.2508 -1.3176 -0.001 0.004 0.003
H -1.9134 1.8704 -1.3726 0.010 0.006 -0.011
S 3.3011 3.3899 -3.2590 -0.045 -0.073 0.080
C 2.5938 2.3088 -2.2551 0.137 0.028 -0.104
N 2.1010 1.5235 -1.5494 -0.136 0.139 -0.002
C 7.7171 -2.9735 0.8049 0.010 -0.026 -0.001
C 6.7268 -1.9441 1.3386 -0.018 -0.007 -0.013
C 5.5743 -1.6657 0.3858 0.016 0.006 -0.067
N 4.7390 -2.8633 0.2806 0.072 -0.004 0.026
C 3.6222 -2.9507 -0.4098 -0.195 -0.068 0.155
S 2.9804 -1.6365 -1.2688 0.067 0.054 -0.103
N 2.9342 -4.1452 -0.4516 -0.009 0.088 -0.064
C 3.3718 -5.4816 -0.2402 -0.022 -0.093 0.043
O 2.9352 -6.3321 -0.9684 0.016 0.029 0.010
C 4.2777 -5.7668 0.9031 0.009 0.016 -0.027
C 5.3358 -6.6502 0.7109 0.003 0.004 0.011
C 6.1737 -6.9540 1.7723 0.003 -0.003 0.005
C 5.9378 -6.4027 3.0251 0.012 -0.005 -0.002
C 4.8611 -5.5477 3.2256 -0.006 0.006 -0.010
C 4.0326 -5.2222 2.1631 0.001 0.023 0.008
H 8.5440 -3.1135 1.4995 -0.004 0.000 0.004
H 8.1339 -2.6546 -0.1515 -0.004 0.002 0.002
H 7.2566 -3.9541 0.6553 0.006 0.002 0.005
H 7.2355 -0.9986 1.5310 0.017 0.006 -0.020
H 6.3204 -2.2752 2.3004 0.042 0.017 -0.012
H 5.9397 -1.4072 -0.6108 0.023 0.019 0.013
H 4.9554 -0.8379 0.7350 0.041 -0.044 -0.038
H 5.0784 -3.6922 0.7511 0.000 -0.013 -0.012
H 2.1952 -4.1225 -1.1415 0.011 0.000 -0.044
H 5.4909 -7.0903 -0.2653 0.000 0.000 -0.002
H 7.0041 -7.6312 1.6261 0.002 0.002 -0.001
H 6.5880 -6.6515 3.8532 -0.002 -0.005 0.001
H 4.6620 -5.1489 4.2116 -0.005 0.000 0.001
H 3.1796 -4.5686 2.3102 0.008 0.014 0.004
C -0.6142 -3.5121 -4.5108 0.018 0.028 -0.002
N -0.8501 -2.6870 -3.3267 -0.104 -0.038 0.040
C -1.0864 -3.4451 -2.1025 0.066 0.005 -0.012
P -1.2898 -1.1049 -3.3948 0.047 0.035 -0.162
O -1.1565 -0.4937 -2.0145 -0.039 0.063 0.069
N -2.8190 -0.8181 -3.9177 -0.092 0.050 -0.031
C -3.2508 -1.3114 -5.2248 0.013 -0.024 0.011
C -3.9208 -0.6008 -2.9862 0.016 -0.003 0.002
N -0.3313 -0.4804 -4.5858 0.066 0.080 0.217
C -0.6220 0.8851 -5.0313 -0.028 -0.031 -0.057
C 1.1139 -0.7223 -4.4989 -0.036 0.009 -0.041
H -1.4327 -4.2200 -4.6591 0.000 -0.003 -0.005
H 0.3134 -4.0773 -4.3947 -0.004 -0.007 0.003
H -0.5283 -2.8911 -5.3987 0.024 0.009 0.013
H -1.5655 -4.3952 -2.3409 -0.022 -0.001 0.007
H -1.7393 -2.9033 -1.4183 0.025 0.013 -0.003
H -0.1438 -3.6604 -1.5882 0.002 -0.036 0.008
H -2.4055 -1.3792 -5.9063 0.002 -0.001 0.000
H -3.9763 -0.6162 -5.6494 -0.002 0.000 -0.002
H -3.7239 -2.2947 -5.1471 0.001 0.001 -0.003
H -3.5443 -0.2166 -2.0422 0.002 -0.009 0.001
H -4.4750 -1.5258 -2.7988 -0.003 0.003 0.008
H -4.6132 0.1275 -3.4119 -0.003 -0.002 -0.004
H -1.6883 1.0174 -5.1940 0.016 0.004 0.015
H -0.1026 1.0639 -5.9721 0.001 -0.002 -0.006
H -0.2792 1.6283 -4.3005 0.006 -0.001 -0.016
H 1.3296 -1.7447 -4.2046 -0.029 -0.019 0.018
H 1.5883 -0.0518 -3.7736 0.004 0.010 -0.011
H 1.5582 -0.5398 -5.4772 -0.001 -0.012 -0.004
```
Positions in Å, forces in eV/Å.

Computed properties:
ΔE to the lowest compared entry with this formula, charge and spin (kcal per mole): 11.8
Kohn-Sham gap (alpha / beta) (eV): 4.900 / 5.367
Total energy (eV): -111188.72277
Strongest force on any atom (eV/Å): 0.32
Total charge: +2